One molecule with the formula C13H12Cl2N2O4. Source: the OMol25 dataset; level of theory: ωB97M-V/def2-TZVPD.

The calculation puts the HOMO-LUMO gap at 9.5 eV. The value obtained for the LUMO energy is 0.44 eV. The max |F| is 0.69 eV Å⁻¹. As for the SMILES: O=C(COC(=O)[C@@H]1CCC(=O)N1)Nc1cc(Cl)ccc1Cl. For the relative energy (zero: lowest compared OMol25 entry of this formula, charge and spin), the calculation gives 0.0 kcal/mol. The value obtained for the HOMO energy is -9.1 eV.

The geometry in XYZ format:
```
33
Properties=species:S:1:pos:R:3:forces:R:3:mulliken_charge:R:1
O 0.886 -0.031 3.427 0.0 0.0 0.3 -0.6483
C 0.417 0.140 2.329 -0.5 0.2 -0.3 0.6813
N 0.985 -0.226 1.153 -0.1 0.0 -0.6 0.0384
C 2.184 -0.898 0.941 0.3 -0.2 -0.1 0.1250
C 3.021 -1.294 1.979 0.1 0.0 0.1 -0.5658
C 4.203 -1.960 1.696 -0.3 0.1 -0.4 0.1710
C 4.577 -2.245 0.392 0.0 0.0 0.1 -0.5849
C 3.749 -1.854 -0.644 -0.1 0.1 0.1 -0.5644
C 2.568 -1.190 -0.373 0.1 -0.1 0.2 0.4908
Cl 1.548 -0.713 -1.693 -0.1 0.0 -0.1 -0.2465
H 4.021 -2.066 -1.666 0.0 0.0 -0.1 0.4043
H 5.500 -2.763 0.189 0.1 -0.1 0.0 0.4192
Cl 5.223 -2.440 2.997 0.2 -0.1 0.2 -0.2113
H 2.740 -1.078 2.996 0.0 0.0 0.0 0.6977
H 0.486 0.006 0.299 0.0 0.0 0.3 -0.1275
C -0.937 0.844 2.170 -0.1 -0.1 0.7 -0.5949
H -1.661 0.296 2.785 0.2 0.1 -0.1 0.3769
H -0.839 1.863 2.552 0.0 -0.2 -0.1 0.3532
O -1.414 0.950 0.836 0.3 0.3 -0.1 -0.4095
C -2.273 0.010 0.414 -0.4 -0.3 -0.2 0.2423
O -2.591 -0.949 1.060 0.1 0.0 0.0 -0.5867
C -2.825 0.337 -0.968 -0.1 -0.2 0.0 0.3929
N -3.549 1.585 -0.945 -0.1 -0.3 0.5 -0.1270
C -3.365 2.381 -2.027 0.2 0.1 -0.3 0.3158
O -3.911 3.436 -2.217 -0.2 0.3 -0.1 -0.6452
C -2.372 1.665 -2.932 0.1 0.0 0.0 -0.6343
H -2.933 1.221 -3.757 0.0 0.0 0.0 0.2849
C -1.744 0.603 -2.033 0.0 0.0 -0.1 -0.4632
H -0.856 1.015 -1.554 0.0 0.0 0.0 0.1245
H -1.470 -0.305 -2.566 0.0 0.0 0.1 0.4490
H -1.649 2.362 -3.348 -0.1 0.0 0.0 0.3321
H -4.234 1.797 -0.238 -0.1 0.1 -0.1 0.2124
H -3.482 -0.498 -1.255 0.2 0.1 0.1 0.2976
```
Forces are in eV/Å.

---

One molecule with the formula C13H12ClNO3 at a distorted geometry. Source: the OMol25 dataset; level of theory: ωB97M-V/def2-TZVPD.

The calculation puts the HOMO-LUMO gap at 8.8 eV. The value obtained for the LUMO energy is 0.35 eV. The max |F| is 5.29 eV Å⁻¹. As for the SMILES: CN(Cc1cc(=O)c(O)co1)c1ccc(Cl)cc1. For the relative energy (zero: lowest compared OMol25 entry of this formula, charge and spin), the calculation gives 29.9 kcal/mol. The value obtained for the HOMO energy is -8.4 eV.

The geometry in XYZ format:
```
30
Properties=species:S:1:pos:R:3:forces:R:3:mulliken_charge:R:1
O 3.869 1.099 0.985 0.8 0.4 -0.2 -0.6909
Cl -1.720 3.362 -4.007 0.1 0.0 0.9 -0.2152
O 4.791 -1.405 0.721 -1.7 -0.1 -0.4 -0.5213
O 1.136 -1.830 1.163 0.0 0.5 0.3 -0.2897
C 3.047 0.189 1.050 0.5 3.5 -0.2 0.4822
C 2.467 -2.122 0.981 1.0 1.2 -0.1 -0.4988
C 1.700 0.518 1.299 -3.3 -3.3 0.8 -0.1890
C 3.431 -1.122 0.887 -0.1 -5.3 -0.1 0.2909
C 0.742 -0.548 1.375 1.5 3.7 0.5 0.6109
C -2.276 2.647 -1.329 0.7 -0.4 -1.9 -0.5771
C -0.852 1.220 -2.617 1.2 -0.6 -0.9 -0.5721
C -2.235 1.662 -0.316 -1.9 2.5 2.1 -0.2350
C -0.916 0.249 -1.634 0.6 -0.6 -0.4 0.1689
C -1.540 2.424 -2.527 -1.1 -1.0 1.1 0.2409
C -1.653 0.440 -0.464 1.3 -0.4 -2.0 -0.1293
N -1.620 -0.556 0.478 0.2 -1.1 3.9 0.1245
C -2.023 -1.985 0.284 -1.9 2.1 1.1 -1.0165
C -0.754 -0.255 1.710 -0.3 -2.1 -1.8 -1.0427
H 5.033 -0.896 -0.071 0.3 0.1 0.5 0.3283
H 2.617 -3.210 0.983 0.1 0.7 -0.2 0.3943
H 1.585 1.565 1.572 -0.8 -0.3 -0.2 0.3775
H -2.943 3.506 -1.398 0.2 -0.1 0.9 0.3546
H -0.185 1.013 -3.471 -0.6 0.3 0.3 0.3080
H -2.711 1.915 0.708 0.5 -0.5 -1.9 0.2583
H -0.335 -0.707 -1.724 -0.6 1.1 -0.1 0.2388
H -1.334 -2.544 -0.274 0.8 -0.9 -1.0 0.3654
H -2.229 -2.487 1.247 0.8 0.5 -0.1 0.3269
H -3.064 -1.999 -0.101 0.8 0.1 -0.6 0.3718
H -1.169 -0.940 2.490 0.7 0.7 -0.3 0.3949
H -0.861 0.797 2.000 0.1 -0.4 -0.1 0.3404
```
Forces are in eV/Å.

---

Which value of max |F| does entry 1 give? 0.69 eV Å⁻¹

---

What is the relative energy (zero: lowest compared OMol25 entry of this formula, charge and spin) in the second record? 29.9 kcal/mol

---

HOMO of number 2 (C13H12ClNO3)? -8.4 eV

---

The highest HOMO belongs to which entry? C13H12ClNO3